1.
ORCA calculation (ωB97M-V/def2-TZVPD) on 2 unconnected molecules or ions with the total composition C6H14N2O2.

Values from the calculation:
- total charge = 0
- relative energy (zero: lowest compared OMol25 entry of this formula, charge and spin) (kcal/mol) = 18.5
- LUMO energy (eV) = 0.50
- gap between HOMO and LUMO (eV) = 10.3
- F_max (Eh/bohr) = 0.0283
- E_HOMO (eV) = -9.76

Each line ends with the Mulliken charge.
Positions of all 24 atoms, in Å:
C1 -1.866 1.807 1.012  -0.97
N1 -1.317 1.110 -0.139  -0.01
C2 -1.797 1.245 -1.407  0.74
C3 -1.272 0.243 -2.408  -1.13
O1 -2.512 2.162 -1.757  -0.62
H1 -2.337 2.708 0.624  0.37
H2 -2.639 1.272 1.558  0.30
H3 -1.053 2.112 1.661  0.29
H4 -0.919 0.216 0.107  0.09
H5 -1.931 0.237 -3.230  0.36
H6 -0.307 0.568 -2.767  0.25
H7 -1.220 -0.811 -2.145  0.34
C4 0.595 -2.677 0.869  -1.07
N2 0.987 -1.312 0.515  -0.20
C5 2.038 -0.701 1.175  0.70
C6 2.614 0.534 0.540  -0.96
O2 2.392 -1.084 2.271  -0.61
H8 0.832 -2.852 1.914  0.38
H9 -0.467 -2.693 0.785  0.34
H10 1.058 -3.466 0.279  0.32
H11 0.936 -1.121 -0.474  0.26
H12 2.099 0.789 -0.385  0.23
H13 2.457 1.388 1.174  0.28
H14 3.626 0.327 0.228  0.32

---

2.
ORCA calculation (ωB97M-V/def2-TZVPD) on 2 unconnected molecules or ions with the total composition C6H14N2O2.

Values from the calculation:
- total charge = 0
- relative energy (zero: lowest compared OMol25 entry of this formula, charge and spin) (kcal/mol) = 71.5
- LUMO energy (eV) = 0.44
- gap between HOMO and LUMO (eV) = 9.9
- F_max (Eh/bohr) = 0.1128
- E_HOMO (eV) = -9.50

Each line ends with the Mulliken charge.
Positions of all 24 atoms, in Å:
C1 2.428 0.595 -1.349  -0.93
N1 1.894 -0.592 -0.458  -0.31
C2 1.635 -1.824 -1.114  0.62
C3 0.745 -2.769 -0.320  -0.93
O1 2.142 -2.039 -2.200  -0.59
H1 2.436 1.439 -0.773  0.42
H2 3.499 0.217 -1.525  0.29
H3 2.019 0.793 -2.308  0.29
H4 1.235 -0.197 0.168  0.31
H5 0.044 -2.560 0.445  0.29
H6 0.090 -3.437 -1.032  0.28
H7 1.359 -3.567 0.263  0.26
C4 -2.265 1.613 -0.890  -0.88
N2 -2.274 1.141 0.512  -0.30
C5 -1.165 1.300 1.281  0.65
C6 -1.008 0.744 2.638  -0.92
O2 -0.099 1.804 0.968  -0.57
H8 -3.026 1.107 -1.471  0.38
H9 -2.857 2.621 -0.963  0.27
H10 -1.369 1.771 -1.340  0.30
H11 -2.576 0.206 0.488  0.30
H12 -1.730 1.240 3.351  0.33
H13 0.014 0.789 3.169  0.24
H14 -1.172 -0.393 2.461  0.23

---

3.
ORCA calculation (ωB97M-V/def2-TZVPD) on 2 unconnected molecules or ions with the total composition C6H14N2O2.

Values from the calculation:
- total charge = 0
- relative energy (zero: lowest compared OMol25 entry of this formula, charge and spin) (kcal/mol) = 29.8
- LUMO energy (eV) = 0.66
- gap between HOMO and LUMO (eV) = 10.4
- F_max (Eh/bohr) = 0.0296
- E_HOMO (eV) = -9.72

Each line ends with the Mulliken charge.
Positions of all 24 atoms, in Å:
C1 0.912 -2.904 0.909  -0.95
N1 -0.086 -1.842 0.749  -0.16
C2 -0.413 -1.094 1.883  0.64
C3 -1.429 -0.028 1.686  -0.99
O1 0.091 -1.319 2.968  -0.60
H1 1.400 -3.184 -0.021  0.30
H2 1.526 -2.684 1.776  0.34
H3 0.492 -3.882 1.215  0.32
H4 -0.901 -2.359 0.452  0.26
H5 -1.131 0.917 2.146  0.29
H6 -1.581 0.210 0.633  0.23
H7 -2.354 -0.194 2.241  0.31
C4 0.810 -0.227 -2.459  -0.74
N2 1.010 1.038 -1.727  -0.26
C5 -0.063 1.850 -1.443  0.66
C6 0.138 2.981 -0.484  -1.08
O2 -1.135 1.704 -1.998  -0.61
H8 -0.127 -0.693 -2.152  0.23
H9 0.801 0.020 -3.512  0.27
H10 1.613 -0.869 -2.108  0.31
H11 1.672 0.976 -0.959  0.29
H12 0.366 2.596 0.513  0.27
H13 0.859 3.738 -0.784  0.36
H14 -0.803 3.521 -0.393  0.29

---

4.
ORCA calculation (ωB97M-V/def2-TZVPD) on 2 unconnected molecules or ions with the total composition C6H14N2O2.

Values from the calculation:
- total charge = 0
- relative energy (zero: lowest compared OMol25 entry of this formula, charge and spin) (kcal/mol) = 18.3
- LUMO energy (eV) = 0.48
- gap between HOMO and LUMO (eV) = 9.9
- F_max (Eh/bohr) = 0.0289
- E_HOMO (eV) = -9.40

Each line ends with the Mulliken charge.
Positions of all 24 atoms, in Å:
C1 1.669 -1.715 -0.456  -0.91
N1 0.429 -1.702 -1.193  -0.15
C2 0.058 -0.783 -2.111  0.78
C3 -1.252 -1.076 -2.799  -1.33
O1 0.691 0.243 -2.280  -0.62
H1 2.191 -0.771 -0.348  0.30
H2 1.479 -2.119 0.542  0.28
H3 2.390 -2.409 -0.902  0.36
H4 -0.092 -2.563 -1.131  0.23
H5 -1.520 -0.255 -3.446  0.32
H6 -1.143 -2.007 -3.367  0.40
H7 -2.024 -1.338 -2.079  0.36
C4 -0.869 -0.620 2.632  -0.91
N2 -0.881 0.360 1.564  -0.17
C5 -0.107 1.485 1.629  0.73
C6 0.032 2.226 0.335  -0.80
O2 0.394 1.835 2.679  -0.64
H8 0.029 -1.249 2.541  0.24
H9 -0.617 -0.167 3.596  0.34
H10 -1.788 -1.186 2.627  0.34
H11 -1.139 -0.038 0.677  0.20
H12 1.002 2.695 0.263  0.27
H13 -0.276 1.662 -0.529  0.09
H14 -0.714 3.035 0.322  0.30

---

5.
ORCA calculation (ωB97M-V/def2-TZVPD) on 2 unconnected molecules or ions with the total composition C6H14N2O2.

Values from the calculation:
- <S²> = 0.764
- spin multiplicity = 2
- total charge = +1
- relative energy (zero: lowest compared OMol25 entry of this formula, charge and spin) (kcal/mol) = 11.1
- LUMO energy (alpha / beta) (eV) = -2.74 / -7.77
- gap between HOMO and LUMO (alpha / beta) (eV) = 10.8 / 5.8
- F_max (Eh/bohr) = 0.0365
- E_HOMO (alpha / beta) (eV) = -13.54 / -13.52

Each line ends with the Mulliken spin population.
Positions of all 24 atoms, in Å:
C1 0.739 -1.474 -2.727  0.00
C2 0.443 2.280 -2.268  0.00
C3 0.688 -0.147 -2.011  0.00
O1 0.560 -0.089 -0.784  0.01
N1 0.583 0.919 -2.804  0.00
H1 1.173 -1.413 -3.721  0.00
H2 0.338 0.849 -3.777  0.00
H3 1.121 2.422 -1.431  0.00
H4 1.362 -2.150 -2.162  0.00
H5 -0.277 -1.847 -2.786  0.00
H6 0.874 2.943 -3.021  0.00
H7 -0.607 2.504 -2.131  0.00
C4 0.338 1.399 2.361  0.02
C5 -1.022 -2.001 1.373  0.00
C6 -0.915 -0.787 2.220  -0.08
O2 -1.596 -0.414 3.120  0.21
N2 0.137 0.103 1.771  0.78
H8 0.907 -0.136 1.135  -0.03
H9 0.524 2.077 1.513  0.04
H10 -1.055 -2.899 1.968  0.00
H11 -0.575 1.791 2.790  0.01
H12 1.268 1.345 2.936  0.05
H13 -1.967 -2.039 0.838  0.00
H14 -0.167 -2.174 0.726  0.00

---

6.
ORCA calculation (ωB97M-V/def2-TZVPD) on a molecular structure, C6H14N2O3PV.

Values from the calculation:
- total charge = +2
- LUMO energy (eV) = -11.37
- gap between HOMO and LUMO (eV) = 3.8
- F_max (Eh/bohr) = 0.0381
- E_HOMO (eV) = -15.15

Each line ends with the Mulliken charge.
Positions of all 27 atoms, in Å:
C1 3.690 -0.124 1.634  -0.88
C2 3.970 0.185 0.178  -0.36
O1 2.962 -0.435 -0.666  -0.28
C3 2.123 0.362 -1.339  0.38
O2 2.400 1.405 -1.849  -0.54
C4 0.731 -0.253 -1.444  -0.51
C5 0.207 -0.776 -0.124  -0.32
C6 -1.330 -1.106 -0.178  -0.72
N1 -2.088 0.021 -0.509  0.14
P1 -3.245 0.684 0.352  0.54
N2 -4.523 -0.438 0.540  -0.63
O3 -3.881 1.863 -0.604  -0.57
H1 2.615 -0.079 1.824  0.19
H2 4.029 -1.124 1.902  0.29
H3 4.185 0.607 2.272  0.34
H4 3.989 1.257 -0.018  0.35
H5 4.930 -0.216 -0.136  0.30
H6 0.765 -1.071 -2.171  0.34
H7 0.084 0.513 -1.869  0.37
H8 0.322 -0.047 0.683  0.31
H9 0.696 -1.702 0.176  0.35
H10 -1.417 -1.757 -1.078  0.36
H11 -1.679 -1.679 0.682  0.49
H12 -5.243 -0.216 -0.150  0.34
H13 -4.869 -0.416 1.501  0.36
H14 -3.599 2.738 -0.275  0.44
V1 -5.823 1.802 0.664  0.91

---

What did the first record say?
ORCA calculation (ωB97M-V/def2-TZVPD) on 2 unconnected molecules or ions with the total composition C6H14N2O2.

Values from the calculation:
- total charge = 0
- relative energy (zero: lowest compared OMol25 entry of this formula, charge and spin) (kcal/mol) = 18.5
- LUMO energy (eV) = 0.50
- gap between HOMO and LUMO (eV) = 10.3
- F_max (Eh/bohr) = 0.0283
- E_HOMO (eV) = -9.76

Each line ends with the Mulliken charge.
Positions of all 24 atoms, in Å:
C1 -1.866 1.807 1.012  -0.97
N1 -1.317 1.110 -0.139  -0.01
C2 -1.797 1.245 -1.407  0.74
C3 -1.272 0.243 -2.408  -1.13
O1 -2.512 2.162 -1.757  -0.62
H1 -2.337 2.708 0.624  0.37
H2 -2.639 1.272 1.558  0.30
H3 -1.053 2.112 1.661  0.29
H4 -0.919 0.216 0.107  0.09
H5 -1.931 0.237 -3.230  0.36
H6 -0.307 0.568 -2.767  0.25
H7 -1.220 -0.811 -2.145  0.34
C4 0.595 -2.677 0.869  -1.07
N2 0.987 -1.312 0.515  -0.20
C5 2.038 -0.701 1.175  0.70
C6 2.614 0.534 0.540  -0.96
O2 2.392 -1.084 2.271  -0.61
H8 0.832 -2.852 1.914  0.38
H9 -0.467 -2.693 0.785  0.34
H10 1.058 -3.466 0.279  0.32
H11 0.936 -1.121 -0.474  0.26
H12 2.099 0.789 -0.385  0.23
H13 2.457 1.388 1.174  0.28
H14 3.626 0.327 0.228  0.32

---

> total charge of number 3 (C6H14N2O2)?

0

---

> Which value of total charge does entry 4 give?

0